[1]
Entry from the OMol25 dataset: C51H38AsN9SV as an isolated structure in a non-equilibrium geometry (ωB97M-V with the def2-TZVPD basis set).

Last column: Löwdin spin population.
Cartesian coordinates (Å):
V (0.8595, -0.0669, -0.0731)  1.060
C (-3.7893, 3.6905, -0.2366)  0.001
C (-2.9745, 4.5484, -0.9701)  0.000
C (-1.7555, 4.0945, -1.4409)  0.002
C (-1.3979, 2.7926, -1.1422)  0.000
C (-0.2045, 2.0519, -1.5178)  0.014
N (1.0100, 2.6639, -1.6626)  0.009
C (1.7822, 2.4596, -0.6278)  0.005
C (2.9727, 3.2286, -0.2105)  0.000
C (3.8770, 3.9893, -0.9279)  0.000
C (4.8957, 4.6189, -0.2225)  0.001
C (4.9669, 4.5106, 1.1660)  0.000
C (4.0308, 3.7791, 1.8879)  0.001
C (3.0388, 3.1167, 1.1864)  0.001
C (1.8913, 2.2906, 1.6206)  0.009
N (1.2542, 2.4224, 2.7248)  -0.002
C (-0.0572, 2.0044, 2.9308)  0.001
N (-0.8471, 1.4871, 1.9911)  0.003
C (-2.0202, 1.0910, 2.5364)  -0.002
N (-2.9391, 0.2156, 1.9809)  -0.001
C (-3.1812, -0.4795, 0.9368)  -0.004
N (-2.5849, -0.5099, -0.5394)  -0.006
C (-1.6127, -1.5771, -0.1622)  -0.003
N (-0.7742, -0.5412, 0.4487)  -0.057
C (-1.5249, 0.5262, -0.4297)  0.004
N (-0.3762, 0.7723, -1.3372)  0.001
C (-2.1668, 1.9333, -0.3545)  0.001
C (-3.4095, 2.3883, 0.0668)  0.000
C (-2.4144, -2.5973, 0.6153)  -0.001
C (-2.2585, -3.9555, 0.8059)  0.000
C (-3.2256, -4.6268, 1.5537)  0.000
C (-4.3069, -3.9409, 2.0964)  0.000
C (-4.4508, -2.5658, 1.9184)  0.000
C (-3.4997, -1.9121, 1.1612)  0.000
C (-2.0136, 1.4299, 3.9407)  0.000
C (-2.9285, 1.2415, 4.9831)  0.000
C (-2.5735, 1.6541, 6.2514)  0.000
C (-1.3180, 2.2474, 6.5010)  -0.001
C (-0.4052, 2.4358, 5.4831)  0.000
C (-0.7574, 2.0313, 4.1898)  -0.001
N (1.4091, 1.6512, 0.4303)  0.000
H (-4.7516, 4.0427, 0.1126)  0.000
H (-3.3017, 5.5576, -1.1863)  0.000
H (-1.1004, 4.7182, -2.0375)  0.000
H (3.7872, 4.0889, -2.0034)  0.000
H (5.6365, 5.2047, -0.7528)  0.000
H (5.7696, 5.0126, 1.6933)  0.000
H (4.0728, 3.7226, 2.9696)  0.000
H (-4.0880, 1.7755, 0.6374)  0.000
H (-1.4115, -4.4878, 0.3898)  0.000
H (-3.1296, -5.6941, 1.7194)  0.000
H (-5.0451, -4.4844, 2.6755)  0.000
H (-5.2732, -2.0194, 2.3664)  0.000
H (-3.8940, 0.7838, 4.7924)  0.000
H (-3.2666, 1.5220, 7.0739)  0.000
H (-1.0690, 2.5527, 7.5117)  0.000
H (0.5641, 2.8839, 5.6746)  0.000
C (-0.1126, 1.2479, -5.0429)  0.000
C (-0.5708, -0.1811, -5.1197)  0.000
C (-1.0050, -0.7038, -6.3668)  0.000
C (-1.4198, -1.9933, -6.4342)  0.000
C (-1.4245, -2.7839, -5.2633)  0.000
C (-1.8435, -4.1328, -5.2880)  0.000
C (-1.8552, -4.8702, -4.1434)  0.000
C (-1.4373, -4.2777, -2.9357)  -0.001
C (-1.0117, -2.9716, -2.8723)  0.000
S (-0.3781, -2.4584, -1.2928)  -0.002
C (-0.9916, -2.1744, -4.0588)  0.000
N (-0.5641, -0.8882, -4.0178)  0.000
H (0.2425, 1.6001, -6.0118)  0.000
H (0.6829, 1.3589, -4.3075)  0.000
H (-0.9412, 1.8921, -4.7340)  0.000
H (-0.9947, -0.0700, -7.2447)  0.000
H (-1.7485, -2.4298, -7.3713)  0.000
H (-2.1522, -4.5683, -6.2322)  0.000
H (-2.1721, -5.9056, -4.1535)  0.000
H (-1.4519, -4.8610, -2.0234)  0.000
C (1.2170, -0.7065, 3.9436)  -0.002
As (1.7023, -1.0604, 2.0981)  0.001
C (3.6408, -0.9899, 2.3370)  -0.002
C (1.2862, -2.9784, 2.1532)  0.006
H (1.6676, -1.4978, 4.5364)  -0.001
H (0.1353, -0.7219, 4.0600)  0.000
H (1.5927, 0.2609, 4.2554)  0.000
H (4.0070, -1.9103, 2.7848)  0.000
H (3.8506, -0.1559, 3.0033)  0.000
H (4.1377, -0.8191, 1.3879)  0.000
H (2.1240, -3.5270, 2.5739)  0.000
H (1.0476, -3.3695, 1.1654)  0.000
H (0.4150, -3.1023, 2.7903)  0.000
C (4.5663, -1.8214, -2.6253)  0.003
C (4.1265, -2.6060, -1.5637)  -0.001
C (3.0982, -2.1611, -0.7460)  0.000
C (2.4696, -0.9265, -0.9549)  -0.031
C (2.9128, -0.1679, -2.0484)  -0.002
C (3.9541, -0.6013, -2.8669)  -0.002
H (5.3799, -2.1608, -3.2563)  0.000
H (4.5820, -3.5724, -1.3750)  0.000
H (2.7889, -2.8046, 0.0657)  0.000
H (2.4540, 0.7817, -2.2943)  0.000
H (4.2733, 0.0162, -3.6992)  0.000

Properties
- spin multiplicity = 2
- E_tot (eV) = -164271.2409
- net charge = 0
- HOMO-LUMO gap (spin up / spin down) (eV) = 4.997 / 5.247
- ⟨S²⟩ = 0.772
- molar mass (g/mol) = 934.9

[2]
Entry from the OMol25 dataset: B4F16Pt as an isolated structure in a non-equilibrium geometry (ωB97M-V with the def2-TZVPD basis set).

Last column: Löwdin spin population.
Cartesian coordinates (Å):
Pt (12.7878, 24.0295, 3.7367)  1.146
B (12.3545, 24.4693, 8.3407)  0.001
F (11.6308, 23.6407, 7.5234)  0.128
F (11.6294, 25.0547, 9.3193)  0.013
F (13.3530, 23.8268, 8.9516)  0.014
F (12.7657, 25.4558, 7.4647)  0.128
B (15.2425, 26.3271, 0.9029)  0.001
F (14.3915, 27.2229, 0.3081)  0.003
F (14.7075, 25.1288, 0.7389)  0.062
F (16.3800, 26.3238, 0.2273)  0.019
F (15.4999, 26.4386, 2.2837)  0.044
B (8.9774, 23.8586, 1.8658)  0.000
F (9.5204, 24.8917, 2.4939)  0.003
F (8.2149, 23.2688, 2.8171)  0.000
F (8.3796, 24.2593, 0.6784)  0.000
F (9.9950, 23.0280, 1.4667)  0.001
B (15.5106, 20.9238, 4.2259)  0.003
F (15.7370, 22.1007, 4.7738)  0.089
F (16.1322, 20.8526, 3.0436)  0.019
F (15.9433, 19.9486, 5.0129)  0.123
F (14.1404, 20.7433, 4.1903)  0.202

Properties
- energy relative to the best compared isomer or geometry (same formula, charge and spin) (kcal/mol) = 193.2
- spin multiplicity = 3
- E_tot (eV) = -49448.8990
- net charge = -2
- HOMO-LUMO gap (spin up / spin down) (eV) = 6.770 / 2.435
- ⟨S²⟩ = 2.013
- molar mass (g/mol) = 542.3

Q: What is the formula in the first record?
A: C51H38AsN9SV